No. 1
{
  "formula": "C40H59N3O34P",
  "method": "ωB97M-V with the def2-TZVPD basis set",
  "elements": ["C", "C", "O", "O", "C", "C", "C", "O", "C", "C", "N", "C", "C", "C", "O", "N", "C", "O", "C", "P", "N", "C", "O", "O", "H", "H", "H", "H", "H", "H", "H", "H", "H", "H", "H", "H", "H", "H", "H", "H", "H", "H", "H", "H", "H", "H", "H", "C", "C", "O", "C", "O", "O", "H", "H", "H", "H", "C", "C", "O", "C", "O", "O", "H", "H", "H", "H", "C", "C", "O", "C", "O", "O", "H", "H", "H", "H", "C", "C", "O", "C", "O", "O", "H", "H", "H", "H", "C", "C", "O", "C", "O", "O", "H", "H", "H", "H", "C", "C", "O", "C", "O", "O", "H", "H", "H", "H", "C", "C", "O", "C", "O", "O", "H", "H", "H", "H", "C", "C", "O", "C", "O", "O", "H", "H", "H", "H", "C", "C", "O", "C", "O", "O", "H", "H", "H", "H"],
  "positions_angstrom": [[-1.826, 8.336, 2.336], [-1.862, 7.316, 1.037], [-1.337, 7.786, -0.117], [-2.439, 5.936, 1.156], [-1.231, 5.062, 1.004], [-1.590, 3.451, 1.248], [-0.310, 2.421, 1.531], [0.400, 2.512, 2.816], [1.515, 3.470, 2.777], [2.998, 2.753, 2.509], [3.626, 3.526, 1.368], [4.970, 2.972, 0.951], [5.875, 4.295, 0.475], [7.090, 3.913, -0.558], [4.941, 5.213, -0.230], [0.451, 2.562, 0.227], [-0.632, 2.505, -0.866], [-0.388, 2.284, -2.188], [-2.125, 2.705, -0.146], [-3.084, 1.023, 0.070], [-4.263, 1.110, 1.183], [-3.256, 3.589, -0.997], [-4.326, 4.038, -0.286], [-3.104, 3.821, -2.464], [-1.999, 9.474, 2.048], [-2.719, 8.011, 3.038], [-0.785, 8.302, 2.906], [-0.457, 5.478, 1.799], [-0.714, 5.193, -0.054], [-2.411, 3.534, 2.106], [-0.589, 1.260, 1.506], [1.618, 4.032, 3.823], [1.377, 4.312, 1.974], [2.922, 1.608, 2.276], [3.663, 2.915, 3.487], [3.034, 3.489, 0.502], [4.777, 2.279, 0.000], [5.501, 2.363, 1.820], [6.228, 4.832, 1.457], [7.927, 4.751, -0.424], [7.479, 2.836, -0.307], [6.627, 3.924, -1.649], [4.561, 4.758, -1.054], [0.864, 3.499, 0.012], [-2.158, 0.002, 0.519], [-3.628, 0.572, -1.211], [-3.984, 0.410, 1.936], [5.304, 7.951, 0.870], [6.790, 7.983, 1.031], [7.014, 9.183, 1.747], [5.856, 9.471, 2.411], [5.746, 10.342, 3.257], [4.839, 8.656, 2.006], [4.909, 6.931, 0.858], [4.970, 8.474, -0.032], [7.164, 7.142, 1.624], [7.312, 8.001, 0.071], [-4.574, -3.896, -1.681], [-3.089, -3.864, -1.520], [-2.865, -2.664, -0.804], [-4.022, -2.376, -0.140], [-4.132, -1.505, 0.706], [-5.040, -3.191, -0.545], [-4.970, -4.915, -1.693], [-4.909, -3.373, -2.583], [-2.714, -4.705, -0.927], [-2.567, -3.846, -2.480], [3.526, 6.103, 7.731], [3.646, 6.841, 6.437], [3.672, 5.805, 5.474], [3.062, 4.722, 6.038], [2.759, 3.708, 5.432], [2.836, 4.922, 7.370], [2.963, 6.667, 8.481], [4.500, 5.830, 8.149], [2.782, 7.485, 6.241], [4.557, 7.443, 6.385], [-7.420, -4.280, 2.569], [-6.249, -3.759, 3.336], [-5.939, -4.820, 4.219], [-6.428, -5.962, 3.653], [-6.192, -7.088, 4.060], [-7.215, -5.681, 2.574], [-7.452, -3.897, 1.545], [-8.374, -4.062, 3.061], [-5.381, -3.567, 2.696], [-6.488, -2.848, 3.893], [11.536, 3.929, -1.516], [12.277, 4.273, -0.265], [11.277, 4.205, 0.734], [10.298, 3.381, 0.260], [9.366, 2.964, 0.927], [10.497, 3.084, -1.057], [12.165, 3.409, -2.244], [11.091, 4.808, -1.994], [13.062, 3.546, -0.031], [12.718, 5.273, -0.304], [-4.660, -5.156, -7.036], [-3.989, -4.266, -6.041], [-4.716, -4.502, -4.850], [-5.287, -5.736, -4.972], [-5.844, -6.330, -4.064], [-5.152, -6.219, -6.242], [-3.968, -5.528, -7.796], [-5.505, -4.666, -7.532], [-2.942, -4.538, -5.875], [-4.041, -3.211, -6.324], [-5.048, -10.005, 2.550], [-4.927, -9.267, 1.256], [-4.901, -10.303, 0.292], [-5.511, -11.386, 0.857], [-5.814, -12.400, 0.250], [-5.738, -11.186, 2.188], [-5.610, -9.441, 3.299], [-4.073, -10.279, 2.967], [-5.791, -8.623, 1.060], [-4.016, -8.665, 1.203], [1.275, -3.393, 0.921], [1.719, -4.726, 0.411], [0.607, -5.561, 0.672], [-0.490, -4.750, 0.743], [-1.641, -5.151, 0.788], [-0.130, -3.434, 0.757], [1.707, -2.565, 0.352], [1.504, -3.254, 1.982], [1.910, -4.718, -0.667], [2.610, -5.093, 0.928], [-5.713, -9.556, -10.023], [-4.708, -9.238, -8.964], [-4.054, -8.090, -9.470], [-4.918, -7.493, -10.342], [-4.748, -6.389, -10.833], [-5.997, -8.291, -10.592], [-6.620, -10.009, -9.614], [-5.307, -10.210, -10.802], [-5.175, -8.986, -8.006], [-3.995, -10.053, -8.809]],
  "forces_ev_per_a": [[-0.937, -0.417, 0.277], [2.246, 2.266, -5.232], [-3.382, -3.417, 7.349], [3.324, 2.826, -0.243], [1.645, -0.806, -0.435], [-1.585, -0.224, 0.855], [-1.022, -0.161, -0.162], [0.762, 1.684, -2.440], [1.300, 0.683, 0.698], [-0.499, 0.575, 0.249], [0.612, -1.549, 0.247], [0.194, 0.521, -0.817], [-0.629, -1.248, -0.480], [-0.792, 0.272, 0.603], [0.609, -1.518, -0.751], [-1.213, 0.318, -1.900], [-0.085, -1.408, -5.353], [-1.019, 1.441, 8.985], [1.305, 1.181, -1.014], [-1.439, 0.351, 2.490], [1.884, -0.637, 0.068], [-3.998, 3.380, -3.755], [6.062, -2.730, -3.163], [-0.177, -1.739, 8.075], [0.388, -2.687, 0.113], [2.050, 0.634, -1.202], [-2.267, -0.320, -1.313], [-1.444, -1.278, -1.397], [-1.436, -0.013, 1.989], [1.687, -0.863, -1.932], [-0.109, 2.810, 0.181], [-0.664, -1.532, -2.505], [0.169, -1.724, 1.348], [-0.195, 1.957, 0.517], [-1.439, -0.429, -2.316], [0.487, -0.107, 1.504], [0.881, 1.155, 1.921], [-1.128, 1.342, -1.888], [-0.677, -0.834, -2.074], [-1.704, -2.025, -0.605], [-0.563, 2.351, -0.586], [1.109, 0.052, 2.230], [1.024, 0.719, 1.842], [-0.281, -0.878, 0.769], [-0.041, 0.711, -0.982], [1.040, 0.808, 0.582], [-0.529, 1.251, -1.279], [-0.696, -0.929, -0.741], [0.616, -0.701, -0.564], [-0.616, 0.560, 0.594], [-0.520, 1.487, 1.498], [0.298, -1.787, -1.694], [0.878, 0.967, 0.745], [-0.053, 0.429, 0.059], [0.045, -0.025, 0.070], [-0.031, 0.053, -0.027], [0.000, 0.123, 0.226], [-0.627, -0.616, -0.914], [0.681, -0.842, -0.537], [-0.778, 0.507, 0.507], [-0.076, 1.557, 1.641], [0.156, -2.761, -1.779], [0.564, 0.624, 0.639], [-0.072, 0.235, 0.056], [0.018, -0.071, 0.143], [-0.166, 0.234, -0.155], [-0.021, 0.202, 0.152], [0.199, 0.371, 1.011], [0.220, 1.166, -0.155], [-0.370, -1.016, 0.243], [-0.534, -1.929, -1.145], [0.900, 2.276, 1.873], [-0.023, -0.307, -0.925], [-0.001, -0.252, -0.102], [-0.066, 0.013, -0.047], [0.082, -0.070, 0.013], [-0.146, -0.164, -0.183], [-0.744, 0.791, -0.667], [0.440, 1.263, -0.182], [-0.413, -1.357, -0.138], [0.454, -1.624, 0.704], [-0.440, 2.109, -0.859], [0.696, -0.668, 0.810], [0.025, -0.220, 0.140], [0.078, -0.047, -0.015], [-0.113, 0.015, 0.047], [0.144, -0.242, 0.014], [0.285, 0.192, -1.078], [1.036, 0.422, 0.112], [-0.803, -0.429, -0.188], [-1.981, -0.995, 1.496], [2.508, 0.856, -1.328], [-0.251, 0.011, 0.950], [-0.250, -0.032, 0.105], [0.031, -0.066, 0.054], [-0.076, 0.045, -0.024], [-0.148, -0.144, 0.175], [0.109, 0.147, -1.244], [0.804, 0.879, -0.304], [-0.562, -0.897, 0.123], [-1.174, -1.242, 1.840], [1.271, 1.328, -1.988], [-0.138, 0.042, 1.059], [-0.210, -0.097, 0.129], [0.083, -0.038, 0.054], [-0.092, 0.005, -0.012], [-0.038, -0.158, 0.232], [0.170, 0.559, 1.179], [0.198, 1.219, -0.038], [-0.353, -1.080, 0.167], [-0.587, -1.889, -1.116], [0.651, 2.129, 1.277], [-0.024, -0.441, -1.117], [0.034, -0.189, -0.146], [-0.049, 0.002, -0.073], [0.071, -0.062, 0.060], [-0.139, -0.164, -0.150], [0.673, 0.941, 0.252], [1.053, -0.259, -0.323], [-0.962, 0.300, 0.140], [-2.012, -0.404, 0.187], [2.515, 0.672, 0.081], [-0.560, -1.140, -0.106], [-0.269, -0.059, 0.103], [-0.035, -0.020, -0.092], [-0.034, 0.010, 0.086], [-0.246, -0.102, -0.069], [-0.552, -0.984, -0.162], [0.247, -0.697, 0.995], [-0.399, 0.608, -0.718], [0.290, 2.249, -1.041], [-0.364, -2.440, 1.154], [0.670, 0.775, 0.118], [0.070, 0.205, -0.167], [-0.019, 0.063, 0.055], [0.037, -0.003, -0.091], [0.011, 0.275, -0.036]],
  "multiplicity": 1,
  "charge": -1,
  "homo_lumo_gap_ev": 5.6496
}

No. 2
{
  "formula": "C3H8O2",
  "method": "ωB97M-V with the def2-TZVPD basis set",
  "elements": ["C", "O", "H", "H", "C", "C", "O", "H", "H", "H", "H", "H", "H"],
  "positions_angstrom": [[0.163, 2.302, -0.712], [1.114, 2.493, 0.049], [-0.367, 3.173, -1.284], [-0.333, 1.280, -0.760], [-0.752, -1.027, 0.914], [0.728, -1.030, 0.293], [0.501, -0.950, -1.144], [-1.432, -1.553, 0.204], [-1.050, 0.009, 0.800], [-0.857, -1.326, 1.932], [1.202, -0.044, 0.611], [1.402, -1.828, 0.482], [-0.318, -1.500, -1.386]],
  "forces_ev_per_a": [[0.349, 0.610, 1.516], [-1.973, -0.285, -1.930], [1.039, -1.244, 0.673], [0.617, 0.999, -0.320], [1.446, 0.173, -1.896], [-2.392, 2.104, -0.432], [-1.129, -0.863, -0.190], [0.430, -0.219, 0.875], [-0.220, 0.238, 0.360], [-0.063, -0.392, 0.617], [-0.339, -1.306, -0.552], [0.240, -0.944, 0.553], [1.996, 1.128, 0.726]],
  "multiplicity": 1,
  "de_lowest_kcal_mol": 51.4,
  "homo_lumo_gap_ev": 10.7211,
  "smiles": "C=O.CCO"
}

No. 3
{
  "formula": "C22H38N5O7P2RuS",
  "method": "ωB97M-V with the def2-TZVPD basis set",
  "elements": ["Ru", "C", "C", "C", "C", "C", "H", "H", "H", "H", "H", "C", "N", "C", "P", "O", "O", "P", "O", "N", "C", "C", "N", "C", "C", "N", "C", "C", "H", "H", "H", "H", "H", "H", "H", "H", "H", "H", "H", "H", "H", "H", "H", "H", "H", "H", "H", "H", "H", "H", "H", "H", "C", "C", "C", "C", "C", "C", "C", "S", "O", "O", "N", "C", "C", "O", "O", "H", "H", "H", "H", "H", "H", "H", "H", "H"],
  "positions_angstrom": [[-0.399, 0.100, 0.351], [-1.740, 1.340, 2.146], [-2.544, 0.280, 1.672], [-2.864, 0.544, 0.318], [-2.251, 1.759, -0.046], [-1.554, 2.252, 1.084], [-1.341, 1.432, 3.143], [-2.874, -0.568, 2.250], [-3.461, -0.082, -0.327], [-2.295, 2.230, -1.013], [-1.028, 3.192, 1.133], [1.634, 0.523, 5.133], [2.675, 0.236, 4.160], [3.971, -0.091, 4.727], [2.331, -0.240, 2.625], [0.907, 0.065, 2.332], [3.412, 0.596, 1.760], [3.138, 0.852, 0.170], [1.979, 0.030, -0.214], [3.041, 2.486, 0.125], [2.341, 3.205, 1.186], [2.759, 3.007, -1.226], [4.472, 0.422, -0.649], [5.741, 1.104, -0.470], [4.413, -0.533, -1.751], [2.732, -1.790, 2.310], [1.852, -2.837, 2.818], [4.012, -2.272, 1.821], [1.537, -0.296, 5.853], [0.684, 0.663, 4.624], [1.877, 1.436, 5.682], [3.909, -0.959, 5.392], [4.353, 0.757, 5.299], [4.693, -0.311, 3.940], [2.745, 2.931, 2.158], [1.265, 3.014, 1.183], [2.503, 4.272, 1.031], [3.374, 2.488, -1.961], [3.014, 4.066, -1.244], [1.715, 2.855, -1.509], [5.666, 1.851, 0.318], [6.035, 1.609, -1.395], [6.524, 0.390, -0.202], [3.383, -0.814, -1.950], [5.004, -1.423, -1.521], [4.815, -0.064, -2.652], [0.885, -2.419, 3.090], [2.301, -3.337, 3.683], [1.676, -3.567, 2.026], [4.581, -1.470, 1.358], [3.831, -3.039, 1.065], [4.609, -2.714, 2.627], [-5.296, -6.265, -1.201], [-4.091, -5.401, -0.953], [-4.145, -4.339, -0.055], [-3.031, -3.553, 0.191], [-1.842, -3.833, -0.466], [-1.763, -4.889, -1.362], [-2.887, -5.662, -1.602], [-0.441, -2.782, -0.237], [-0.551, -2.244, 1.134], [0.722, -3.573, -0.555], [-0.661, -1.495, -1.096], [-0.083, -1.272, -2.416], [0.459, 0.170, -2.465], [1.305, 0.506, -3.275], [-0.084, 0.972, -1.597], [-6.210, -5.771, -0.873], [-5.216, -7.210, -0.660], [-5.398, -6.502, -2.261], [-5.073, -4.125, 0.461], [-3.073, -2.730, 0.892], [-0.824, -5.102, -1.854], [-2.827, -6.488, -2.301], [-0.862, -1.355, -3.182], [0.707, -1.986, -2.651]],
  "forces_ev_per_a": [[0.246, 0.203, 0.266], [-0.053, 0.012, -0.020], [-0.071, -0.008, 0.026], [-0.113, -0.016, 0.003], [-0.248, 0.139, 0.141], [-0.068, 0.017, -0.031], [0.053, -0.023, -0.024], [0.079, -0.044, -0.016], [0.036, -0.023, -0.017], [0.075, -0.058, -0.028], [0.085, -0.011, -0.009], [-0.021, 0.065, -0.003], [0.010, -0.081, 0.005], [0.036, 0.001, 0.019], [-0.083, -0.132, -0.156], [-0.049, 0.295, 0.086], [-0.067, 0.034, 0.049], [0.245, -0.092, 0.199], [-0.287, -0.357, -0.203], [-0.023, 0.025, -0.082], [0.029, 0.032, 0.058], [0.043, 0.000, 0.010], [-0.031, 0.094, -0.059], [0.023, -0.003, 0.023], [0.011, -0.024, -0.002], [0.195, 0.052, 0.054], [-0.022, -0.029, 0.082], [-0.045, 0.000, -0.061], [-0.022, 0.000, 0.001], [0.010, -0.006, -0.002], [0.015, -0.006, 0.007], [0.011, -0.003, -0.003], [-0.007, -0.006, 0.008], [-0.007, 0.006, -0.018], [-0.017, 0.003, -0.015], [-0.057, -0.005, -0.028], [0.000, -0.001, 0.025], [-0.009, -0.009, 0.008], [-0.015, 0.006, -0.014], [-0.013, 0.025, 0.012], [-0.011, -0.012, 0.011], [0.012, 0.005, 0.000], [0.005, -0.002, -0.013], [0.006, -0.019, 0.035], [-0.001, -0.015, -0.013], [0.003, -0.016, -0.017], [0.052, -0.030, -0.004], [0.011, -0.006, 0.007], [-0.007, 0.003, 0.029], [0.011, 0.020, 0.014], [0.000, 0.003, -0.011], [-0.007, 0.000, -0.005], [-0.025, -0.002, -0.017], [-0.006, 0.010, 0.008], [0.005, 0.004, 0.020], [0.000, -0.003, -0.019], [-0.012, -0.044, -0.034], [-0.044, -0.010, 0.039], [0.030, -0.012, 0.004], [-0.026, 0.134, 0.241], [-0.106, -0.223, -0.077], [0.063, 0.020, -0.036], [0.191, -0.030, -0.405], [-0.184, 0.011, 0.129], [0.010, 0.194, 0.162], [-0.021, -0.192, -0.161], [0.015, 0.033, -0.123], [-0.003, 0.003, 0.002], [0.011, -0.004, 0.007], [0.001, -0.004, -0.003], [-0.011, 0.004, 0.001], [0.003, 0.015, 0.003], [0.021, 0.005, -0.012], [-0.002, -0.006, -0.014], [0.082, 0.014, -0.075], [0.064, 0.082, 0.033]],
  "multiplicity": 6,
  "de_lowest_kcal_mol": 0.0,
  "homo_lumo_gap_ev": [7.6303, 7.6608]
}

No. 4
{
  "formula": "CH4O3S",
  "method": "ωB97M-V with the def2-TZVPD basis set",
  "elements": ["C", "O", "O", "O", "S", "H", "H", "H", "H"],
  "positions_angstrom": [[0.689, 0.533, 1.060], [-0.357, 1.020, 0.740], [1.835, 0.970, 0.425], [0.875, -0.474, 1.936], [-2.655, -1.260, -2.003], [-1.385, -1.553, -2.003], [1.703, 1.943, 0.290], [1.637, -1.058, 2.022], [-2.343, -0.122, -2.466]],
  "forces_ev_per_a": [[10.856, -4.428, 3.723], [-9.002, 3.563, -3.191], [-0.790, 1.568, -1.059], [-1.879, -0.568, 1.581], [-1.202, -1.670, 0.729], [0.958, -0.536, 0.135], [0.642, -0.736, 0.143], [0.169, 0.601, -1.211], [0.247, 2.207, -0.851]],
  "multiplicity": 3,
  "de_lowest_kcal_mol": 41.7,
  "homo_lumo_gap_ev": [5.3028, 6.1333]
}